Record 1
{
  "formula": "C2H6O3S2",
  "method": "the ωB97M-V functional and the def2-TZVPD basis",
  "e_homo_ev": [-9.1, -9.1],
  "orbital_gap_ev": [5.9, 6.0],
  "total_energy_ha": -1101.73534,
  "e_above_lowest_ev": 3.846,
  "species": ["C", "C", "O", "O", "O", "S", "S", "H", "H", "H", "H", "H", "H"],
  "positions_angstrom": [[0.451, -0.788, 2.490], [-0.153, 1.832, -2.513], [-1.603, -1.268, 0.582], [0.191, -2.352, -0.911], [0.818, -1.548, 1.415], [0.453, 1.585, -0.869], [-0.217, -1.428, 0.083], [-0.582, -0.746, 2.510], [0.662, 0.186, 2.196], [0.897, -1.097, 3.421], [0.588, 2.273, -3.190], [-1.025, 2.513, -2.373], [-0.479, 0.837, -2.841]]
}

---

Record 2
{
  "formula": "C2H6O4Si",
  "method": "the ωB97M-V functional and the def2-TZVPD basis",
  "e_homo_ev": -10.6,
  "orbital_gap_ev": 11.2,
  "total_energy_ha": -670.39569,
  "e_above_lowest_ev": 0.506,
  "smiles": "CC(=O)O[SiH](O)O",
  "species": ["C", "C", "O", "O", "O", "O", "Si", "H", "H", "H", "H", "H", "H"],
  "positions_angstrom": [[-0.749, 0.392, -0.237], [-1.797, -0.219, 0.639], [0.338, -0.342, -0.362], [2.633, -1.085, 0.642], [-0.923, 1.487, -0.749], [2.156, 1.669, 0.401], [2.004, 0.135, -0.276], [-2.744, -0.668, 0.072], [-2.137, 0.675, 1.173], [-1.300, -1.029, 1.242], [2.042, -1.784, 0.849], [1.313, 2.116, 0.431], [2.359, -0.097, -1.593]]
}

---

Record 3
{
  "formula": "C2H6O4Si",
  "method": "the ωB97M-V functional and the def2-TZVPD basis",
  "e_homo_ev": -11.2,
  "orbital_gap_ev": 11.8,
  "total_energy_ha": -670.38808,
  "e_above_lowest_ev": 0.713,
  "smiles": "CC(=O)O[SiH](O)O",
  "species": ["C", "C", "O", "O", "O", "O", "Si", "H", "H", "H", "H", "H", "H"],
  "positions_angstrom": [[1.132, 0.380, -0.201], [2.383, -0.487, 0.143], [0.997, 1.526, -0.556], [-1.993, 1.300, 0.508], [-2.653, -1.187, -0.019], [-0.143, -0.509, -0.081], [-1.616, 0.010, -0.446], [2.292, -0.532, 1.180], [3.206, 0.040, -0.322], [2.156, -1.445, -0.262], [-1.210, 1.626, 0.965], [-2.808, -1.067, 0.867], [-1.744, 0.345, -1.775]]
}

---

Record 4
{
  "formula": "C2H6OS",
  "method": "the ωB97M-V functional and the def2-TZVPD basis",
  "multiplicity": 2,
  "total_charge": 1,
  "e_homo_ev": [-11.4, -11.4],
  "orbital_gap_ev": [3.8, 0.6],
  "total_energy_ha": -552.76183,
  "e_above_lowest_ev": 2.788,
  "species": ["S", "H", "H", "O", "C", "C", "H", "H", "H", "H"],
  "positions_angstrom": [[0.682, -6.910, 1.299], [0.974, -6.753, 2.630], [-0.311, -6.637, 0.387], [0.436, 1.761, -1.887], [0.451, 2.462, -0.917], [-0.766, 3.148, -0.347], [1.420, 2.877, -0.567], [-0.474, 4.196, -0.382], [-1.626, 2.868, -0.946], [-0.786, 2.989, 0.731]]
}

---

Record 5
{
  "formula": "C2H6OS2",
  "method": "the ωB97M-V functional and the def2-TZVPD basis",
  "e_homo_ev": -8.9,
  "orbital_gap_ev": 9.4,
  "total_energy_ha": -951.34138,
  "e_above_lowest_ev": 1.379,
  "smiles": "C=CO.SS",
  "species": ["S", "S", "H", "H", "C", "C", "O", "H", "H", "H", "H"],
  "positions_angstrom": [[2.475, 0.596, -1.297], [2.825, 0.046, 0.578], [1.115, 0.703, -1.321], [2.625, -1.271, 0.467], [-0.799, -0.484, -0.325], [-1.571, -0.176, 0.723], [-2.096, 1.074, 0.970], [0.126, -1.023, -0.145], [-0.990, -0.124, -1.331], [-1.677, -0.825, 1.585], [-2.034, 1.486, 0.097]]
}

---

Record 6
{
  "formula": "C2H6OS2",
  "method": "the ωB97M-V functional and the def2-TZVPD basis",
  "e_homo_ev": -9.4,
  "orbital_gap_ev": 10.0,
  "total_energy_ha": -951.36013,
  "e_above_lowest_ev": 0.869,
  "smiles": "C=CO.SS",
  "species": ["S", "S", "H", "H", "C", "C", "O", "H", "H", "H", "H"],
  "positions_angstrom": [[-1.637, 1.248, 0.036], [0.051, 1.705, 1.018], [-1.218, 0.094, -0.541], [0.684, 2.352, 0.035], [0.895, -1.119, -1.444], [1.544, -1.986, -0.661], [0.814, -2.922, 0.050], [1.300, -0.169, -1.759], [-0.106, -1.423, -1.722], [2.606, -1.908, -0.453], [0.828, -3.771, -0.407]]
}

---

Record 7
{
  "formula": "C2H6OS2",
  "method": "the ωB97M-V functional and the def2-TZVPD basis",
  "e_homo_ev": -9.4,
  "orbital_gap_ev": 9.6,
  "total_energy_ha": -951.35636,
  "e_above_lowest_ev": 0.971,
  "smiles": "C=CO.SS",
  "species": ["S", "S", "H", "H", "C", "C", "O", "H", "H", "H", "H"],
  "positions_angstrom": [[1.494, 1.084, -0.020], [3.533, 1.165, -0.246], [1.443, 0.096, -0.910], [3.614, 1.869, -1.415], [-1.051, -1.084, -0.239], [-1.888, -0.590, 0.663], [-1.784, 0.425, 1.555], [-1.400, -1.908, -0.872], [0.012, -1.091, -0.381], [-2.914, -0.942, 0.585], [-1.059, 0.978, 1.279]]
}

---

Record 8
{
  "formula": "C2H6OS3",
  "method": "the ωB97M-V functional and the def2-TZVPD basis",
  "e_homo_ev": [-8.7, -8.6],
  "orbital_gap_ev": [4.9, 4.8],
  "total_energy_ha": -1349.43656,
  "e_above_lowest_ev": 3.351,
  "species": ["C", "C", "O", "S", "S", "S", "H", "H", "H", "H", "H", "H"],
  "positions_angstrom": [[-1.825, 0.886, -0.386], [1.922, -0.964, -1.181], [4.173, 0.109, -0.149], [-1.208, -0.182, 0.922], [1.724, 1.540, 0.473], [2.972, 0.593, -0.851], [-2.755, 0.467, -0.723], [-1.245, 0.857, -1.296], [-2.185, 1.796, 0.029], [0.944, -0.687, -1.540], [1.912, -1.266, -0.147], [2.404, -1.805, -1.724]]
}

---

Record 9
{
  "formula": "C2H6S",
  "method": "the ωB97M-V functional and the def2-TZVPD basis",
  "e_homo_ev": -8.2,
  "orbital_gap_ev": 9.3,
  "total_energy_ha": -477.95310,
  "e_above_lowest_ev": 0.627,
  "smiles": "CSC",
  "species": ["C", "C", "H", "H", "H", "H", "H", "H", "S"],
  "positions_angstrom": [[1.051, 0.199, -0.951], [-0.338, -0.688, 1.256], [1.915, 0.299, -0.199], [1.219, -0.814, -1.442], [0.976, 0.962, -1.747], [0.378, -1.465, 1.093], [-0.137, 0.017, 2.050], [-1.357, -1.041, 1.256], [-0.455, 0.311, -0.178]]
}

---

Record 10
{
  "formula": "C2H6S",
  "method": "the ωB97M-V functional and the def2-TZVPD basis",
  "e_homo_ev": -8.5,
  "orbital_gap_ev": 9.7,
  "total_energy_ha": -477.95506,
  "e_above_lowest_ev": 0.574,
  "smiles": "CSC",
  "species": ["C", "C", "H", "H", "H", "H", "H", "H", "S"],
  "positions_angstrom": [[1.372, 0.498, 0.003], [-1.361, 0.507, 0.032], [2.127, 0.137, -0.697], [0.971, 1.456, -0.324], [2.010, 0.575, 0.964], [-1.644, 0.707, 1.047], [-0.884, 1.365, -0.468], [-2.131, 0.370, -0.656], [-0.032, -0.665, -0.005]]
}